Entry 1:
A cluster of 8 separate species, C17H41IN2O7 in total at a distorted geometry. Source: OMol25; level of theory: ωB97M-V/def2-TZVPD.

Geometry as XYZ:
```
68
Properties=species:S:1:pos:R:3:forces:R:3
C 1.644958 -4.410752 -2.016339 1.073 0.990 1.218
C 2.192246 -3.397417 -1.026811 -1.527 -0.986 -1.755
C 1.860291 -1.821849 -1.375172 3.363 -0.488 -0.727
C 1.139308 -0.989293 -0.158485 1.259 0.044 0.525
C 2.347323 -0.679251 0.955758 5.991 0.892 6.680
N 3.255801 -0.463166 1.884255 -8.526 -2.243 -8.842
C -0.016031 -1.818473 0.656619 -0.294 -0.257 0.903
C -1.046861 -2.682077 -0.282620 -3.405 -3.844 -6.960
N -1.707092 -3.321062 -1.216798 6.039 5.957 8.938
C 0.675269 0.473489 -0.732883 -0.675 -0.542 -1.824
I 1.392854 2.183862 0.477944 -0.636 -0.704 -0.663
C -0.931377 0.637128 -1.013033 -0.331 0.986 -0.674
C -1.386261 -0.066890 -2.453763 0.032 0.363 -0.212
H 2.308476 -4.637056 -2.964220 -2.470 1.698 0.878
H 0.644035 -4.994470 -1.842043 2.896 -0.185 0.453
H 2.831627 -3.778753 -0.120240 -2.591 1.099 -0.768
H 1.305821 -1.777300 -2.405170 0.696 -0.095 2.323
H 2.917795 -1.297876 -1.550462 -2.311 -0.530 0.387
H 0.549989 -2.531322 1.428451 -1.487 1.255 -1.981
H -0.627255 -1.057612 1.330396 1.099 -1.708 -1.550
H 1.210521 0.606413 -1.791826 -1.075 -0.179 2.484
H -1.626599 0.322069 -0.119664 1.608 0.383 -1.688
H -1.122437 1.805613 -1.166176 0.547 -2.638 0.418
H -0.588997 -0.809749 -2.880285 -1.508 1.359 0.974
H -1.497539 0.803094 -3.240861 0.213 -1.764 1.555
H -2.401842 -0.643930 -2.381296 1.997 1.140 0.000
C -3.429845 -2.460963 2.576675 0.059 -0.052 0.233
O -2.703599 -1.690261 3.516298 -0.019 0.118 0.310
H -3.538243 -1.886287 1.653910 0.034 -0.039 0.138
H -2.887579 -3.385926 2.365835 -0.172 -0.109 -0.196
H -4.419670 -2.689964 2.979233 -0.101 -0.132 -0.256
H -2.623383 -2.225613 4.324037 0.352 0.248 -0.504
C 4.663943 3.205985 -1.803634 -0.289 -0.070 0.248
O 4.914142 1.831173 -1.576476 0.143 -0.521 0.352
H 4.750957 3.410873 -2.873188 0.060 -0.128 0.105
H 3.653877 3.453741 -1.468305 0.258 0.184 -0.141
H 5.397535 3.805590 -1.259054 -0.050 0.267 -0.088
H 4.829897 1.679611 -0.619704 -0.013 -0.016 -0.531
C 0.242939 -2.879191 5.793402 0.205 0.208 0.221
O -1.135916 -3.110287 5.570557 -0.863 0.061 0.260
H 0.819741 -3.412835 5.034440 -0.186 0.064 0.086
H 0.450477 -1.808861 5.720027 0.242 -0.052 -0.022
H 0.519590 -3.247783 6.784287 0.226 0.002 -0.086
H -1.621958 -2.624704 6.258634 0.309 -0.354 -0.273
C 2.090714 5.993167 -2.178190 0.045 0.136 0.172
O 2.420690 5.201906 -1.051545 -0.016 0.365 0.551
H 1.854998 5.335037 -3.017714 0.087 -0.009 0.170
H 1.220213 6.612120 -1.947564 -0.033 0.129 -0.243
H 2.941664 6.626103 -2.441868 -0.138 0.098 -0.246
H 2.624875 5.812824 -0.323145 -0.102 -0.413 -0.350
C 0.223157 -6.653381 6.969915 -0.021 -0.152 0.105
O 0.949402 -5.882678 7.909539 0.201 0.006 0.555
H 0.114758 -6.078705 6.047149 0.042 -0.017 0.205
H 0.765422 -7.578343 6.759074 -0.168 -0.080 -0.191
H -0.766670 -6.882382 7.372473 -0.087 -0.111 -0.243
H 1.029617 -6.418030 8.717278 0.011 0.406 -0.446
C -2.618604 3.939266 -2.396849 -0.061 0.287 -0.045
O -1.291253 3.614321 -2.766793 0.572 0.203 -0.181
H -3.195476 3.016889 -2.297157 0.166 0.064 -0.025
H -2.612286 4.467769 -1.440446 -0.261 -0.012 0.036
H -3.069769 4.567030 -3.169255 -0.251 0.000 0.126
H -0.803919 4.451844 -2.847657 -0.183 -0.563 0.064
C -3.848985 4.335529 -6.164505 0.108 0.066 -0.177
O -4.134435 5.599606 -5.594474 0.104 0.586 -0.052
H -4.251098 3.554199 -5.515408 0.040 0.198 -0.051
H -4.317097 4.264814 -7.149356 0.065 -0.263 -0.027
H -2.766955 4.211049 -6.253759 -0.020 -0.276 -0.077
H -3.765892 6.272379 -6.191995 -0.268 -0.332 0.420
```
Forces are in eV/Å.

Properties
LUMO level = -0.87 eV
highest occupied orbital energy = -7.3 eV
SMILES string = C=CC[C@](C#N)(CC#N)[C@H](I)CC.CO.CO.CO.CO.CO.CO.CO
energy above the lowest of the compared OMol25 structures with the same formula, charge and spin = 86.3 kcal per mole

Löwdin population analysis, charges in e, atoms 1 to 6:
1. C -0.045
2. C -0.138
3. C -0.167
4. C -0.403
5. C -0.211
6. N 0.078

Entry 2:
A structure of composition C17H42BClFHfO17S4 at a distorted geometry. Source: OMol25; level of theory: ωB97M-V/def2-TZVPD.

Geometry as XYZ:
```
84
Properties=species:S:1:pos:R:3:forces:R:3
Hf 12.184653 -10.977415 -8.867577 -2.492 -2.123 -2.730
B 11.342317 -11.876550 -11.105777 -1.309 0.014 0.106
H 11.363566 -11.926767 -12.293147 0.269 0.202 -0.255
H 12.325026 -12.289896 -10.640075 1.273 -0.939 0.756
H 11.309618 -10.741647 -10.765738 0.188 1.497 0.206
H 10.359021 -12.297357 -10.589869 -0.023 -0.609 -0.226
Cl 11.705915 -8.478594 -9.519418 0.701 -1.638 1.327
C 11.643662 -14.680066 -6.726940 0.180 -0.008 1.448
C 11.672097 -13.360152 -7.369389 -0.191 1.999 -1.261
O 12.336609 -12.350612 -6.919371 0.844 1.035 0.372
O 11.027767 -13.061775 -8.406974 0.046 -0.088 -0.963
H 12.641509 -15.045764 -6.490800 0.098 0.149 -0.321
H 11.070113 -15.455027 -7.217534 -0.142 0.264 -0.315
H 11.231348 -14.469989 -5.730770 -0.219 -0.240 -0.096
O 13.827348 -10.357552 -10.370445 -0.293 0.101 1.196
S 14.835418 -10.230746 -11.397375 -0.053 -1.141 -0.791
O 15.218408 -8.961960 -11.873091 -0.056 0.779 0.083
O 16.076951 -11.010365 -10.834551 -0.085 0.100 0.352
C 17.399610 -10.560224 -11.251234 0.652 1.046 -0.094
C 17.857328 -9.267009 -10.576736 0.209 -0.199 0.317
C 14.400773 -11.268345 -12.752035 0.655 -0.445 0.232
H 17.410251 -10.409767 -12.330622 -0.040 -0.331 -0.034
H 18.098540 -11.341688 -10.970404 -0.402 -0.404 -0.092
H 17.697850 -8.370581 -11.166816 -0.192 -0.071 -0.065
H 18.927440 -9.365325 -10.387634 0.014 0.119 -0.062
H 17.391935 -9.130642 -9.599044 -0.086 -0.057 -0.046
H 14.266439 -12.282797 -12.380178 -0.298 0.086 0.149
H 15.323745 -11.292295 -13.333491 -0.203 0.185 -0.343
H 13.545129 -10.916622 -13.315358 -0.018 0.199 0.087
O 10.573291 -14.475213 -17.093868 0.358 -0.092 0.188
S 9.277026 -13.992267 -17.430025 -0.592 0.783 -0.366
O 8.408811 -14.686960 -18.306885 -0.125 -0.489 -0.216
O 8.422291 -13.768868 -16.098925 0.585 0.317 -0.165
C 9.142746 -13.504135 -14.871820 -1.030 0.318 0.574
C 8.375457 -12.438452 -14.087545 -0.364 -0.779 -0.810
C 9.369979 -12.315328 -18.018774 0.026 -0.137 0.856
H 10.158391 -13.145859 -15.026615 0.153 -0.545 -0.286
H 9.044388 -14.450862 -14.342118 0.777 0.027 0.199
H 8.328470 -11.504681 -14.647537 0.231 0.147 0.222
H 8.822048 -12.341926 -13.099205 -0.006 0.284 -0.005
H 7.352910 -12.811533 -14.012198 -0.039 0.205 0.299
H 9.794668 -11.723125 -17.206971 0.161 0.067 -0.147
H 8.339489 -12.003847 -18.161177 0.037 0.039 -0.321
H 9.987488 -12.256774 -18.907899 -0.088 -0.070 -0.096
O 7.471722 -9.774789 -8.494575 0.231 0.228 0.379
S 8.430379 -10.386565 -9.342342 -0.825 0.170 -0.853
O 9.766051 -10.659556 -8.882560 1.204 -0.146 1.243
O 7.891446 -11.789646 -9.783839 0.535 0.346 -0.341
C 6.544854 -11.893457 -10.323385 -0.954 -0.309 0.220
C 6.532762 -13.169285 -11.140173 -0.274 -0.293 0.244
C 8.562098 -9.479841 -10.858931 -0.060 -0.484 0.334
H 6.218547 -11.041698 -10.922726 0.620 0.192 -0.025
H 5.875008 -11.907172 -9.464576 -0.034 -0.172 -0.040
H 5.764549 -13.213973 -11.911706 0.000 0.475 -0.026
H 6.313505 -14.034811 -10.515387 0.440 -0.022 0.106
H 7.508132 -13.249454 -11.610163 -0.041 -0.323 -0.054
H 7.551425 -9.401840 -11.248657 0.058 0.106 -0.168
H 9.215316 -10.070734 -11.498179 -0.011 0.141 -0.156
H 8.976768 -8.498316 -10.650480 0.045 -0.018 0.102
O 13.907978 -12.619287 -9.013681 -0.297 0.696 0.000
S 14.897707 -13.617784 -8.679829 1.370 -0.588 0.063
O 14.600519 -14.702017 -7.815521 -0.541 0.060 0.175
O 15.367686 -14.168308 -10.069978 0.008 0.494 0.033
C 15.985429 -15.495857 -10.090442 -0.601 -1.256 0.125
C 16.150465 -15.895294 -11.535357 -0.396 0.828 -0.110
C 16.336575 -12.803370 -8.069928 -0.013 0.616 -0.848
H 15.265562 -16.174535 -9.631910 0.005 0.070 0.044
H 16.879936 -15.552051 -9.468845 0.172 0.481 -0.212
H 16.815338 -15.218831 -12.072411 0.301 -0.259 0.045
H 15.173661 -15.783331 -12.006806 -0.008 -0.212 -0.079
H 16.435687 -16.938291 -11.632310 0.244 0.037 0.056
H 17.188273 -13.476041 -8.128893 -0.181 -0.296 0.500
H 16.117022 -12.390758 -7.089771 0.138 -0.240 0.151
H 16.565354 -12.004083 -8.774881 -0.217 0.141 0.109
C 10.938052 -14.915966 -11.989197 0.492 0.118 0.270
C 12.409027 -15.191827 -11.667139 -0.047 -0.864 0.414
O 12.740504 -16.266168 -12.495873 -0.205 0.147 0.107
C 11.588285 -16.831654 -13.006922 0.266 0.588 -0.421
O 11.586214 -17.699640 -13.797299 -0.061 -0.603 0.088
O 10.520053 -16.154077 -12.552753 -0.221 0.178 -0.143
F 12.490186 -15.623001 -10.347923 0.154 0.071 0.031
H 10.834081 -14.085615 -12.685809 -0.094 -0.182 -0.197
H 10.351995 -14.717009 -11.097195 0.117 0.039 0.080
H 13.204815 -14.461492 -11.778873 -0.425 0.491 -0.114
```
Forces are in eV/Å.

Properties
LUMO level = -4.24 eV
highest occupied orbital energy = -13.0 eV
charge = +1

Löwdin population analysis, charges in e, atoms 1 to 6:
1. Hf 1.832
2. B -0.446
3. H 0.040
4. H -0.032
5. H -0.071
6. H 0.007

Orbital gap: 6.446; 8.788 (eV)